Entry from the Open Molecules 2025 dataset: one molecule with the formula C25H30N4O6S at a distorted geometry (ωB97M-V/def2-TZVPD).

Last column: Mulliken charge in e.
Geometry (Å):
H1 0.0215 -3.3454 -7.8402  0.233
C1 -0.1947 -1.0754 3.0487  -0.267
H2 -0.9434 0.6927 -1.3380  0.327
C2 0.0221 0.0381 0.8310  -0.179
H3 1.3528 2.0748 4.7091  0.527
C3 0.1340 0.6635 -1.5024  -0.995
H4 -5.8954 0.7147 0.5760  0.336
H5 5.4948 -0.8752 -5.4597  0.362
H6 4.4551 -0.1413 -3.3719  0.435
C4 0.3232 -2.8580 -6.9144  -0.792
C5 1.3388 1.0795 4.2644  -1.496
H7 0.7227 -1.7807 -4.6689  0.520
O1 -1.1986 0.0561 0.7681  -0.707
H8 2.1999 -1.7540 -1.0502  0.136
C6 -2.6774 2.4185 2.4233  1.367
H9 0.1247 -3.5307 -6.0731  0.315
C7 0.2169 -1.0414 4.5211  -1.323
C8 2.2123 0.2953 -0.3845  -0.716
H10 0.0616 -1.3614 -2.2481  0.321
C9 2.3524 -1.9555 -6.0435  0.544
H11 2.3268 0.6217 4.3951  0.371
H12 -4.4737 -0.1205 -0.1038  0.336
H13 -0.2549 -1.9365 -6.7876  0.331
N1 1.9290 -0.4537 -2.6833  0.310
C10 -1.9340 2.4148 3.5816  -1.294
H14 1.1658 -1.5741 4.6582  0.368
N2 0.3918 0.2998 5.0171  0.228
H15 3.6385 -0.8374 -1.5498  0.552
O2 -3.6448 3.3460 -0.6539  -0.617
S1 -0.9081 1.0576 5.7270  1.352
H16 0.4770 1.6455 -1.8427  0.389
C11 2.5590 -0.7781 -1.4228  -0.969
H17 -0.5393 -1.5145 5.1474  0.503
O3 -0.4375 2.3275 6.1925  -0.738
C12 3.7071 -1.7110 -6.2625  -0.635
O4 -2.6454 3.3005 1.3855  -0.496
N3 -4.0675 1.6703 0.8703  0.105
C13 0.9911 1.1558 2.7756  0.011
C14 -3.5734 1.3811 2.1162  0.361
C15 0.4906 -0.3919 -2.5527  -0.925
H18 0.0547 -0.0890 -3.5048  0.616
H19 -1.2097 -0.6973 2.9354  -0.326
C16 -3.7958 0.3379 2.9969  -0.487
O5 1.6963 -2.5935 -7.0545  -0.453
C17 -3.0263 0.3170 4.1511  -0.953
H20 0.0920 1.7578 2.6473  -0.162
O6 -1.4634 0.1255 6.6620  -0.731
C18 1.7626 -1.5652 -4.8487  0.177
H21 -5.0900 1.3642 -0.8754  0.366
H22 4.1476 -2.0260 -7.1939  0.440
H23 -0.1839 -2.1091 2.6973  0.651
C19 3.8632 -0.6685 -4.1037  -0.621
N4 0.7775 0.3591 -0.2386  0.296
H24 -4.5015 -0.4457 2.7767  0.494
C20 -4.9369 0.8515 0.0732  -1.088
H25 2.5653 1.2679 -0.7457  0.190
H26 1.8050 1.6507 2.2422  0.584
C21 -2.1044 1.3165 4.4122  0.055
H27 -3.1154 -0.4863 4.8651  0.511
C22 2.5105 -0.9138 -3.8661  -0.348
C23 4.4471 -1.0728 -5.2889  -0.593
H28 -1.2475 3.2016 3.8463  0.575
H29 1.6712 -0.7670 2.0275  0.658
H30 2.7042 0.0741 0.5594  0.564
C24 0.7290 -0.2311 2.1629  0.668
C25 -3.4726 2.8248 0.4105  0.425

Forces on atoms 1 to 2 (eV/Å):
-0.03 0.03 0.09
0.11 0.07 0.03

For the energy above the lowest of the compared OMol25 structures with the same formula, charge and spin, the calculation gives 0.840 eV. Its HOMO energy is -8.017 eV. For the gap between HOMO and LUMO, the calculation gives 8.4298 eV. The net charge is 0. The SMILES is COc1cccc(N2CCN(C(=O)C3CCN(S(=O)(=O)c4ccc5c(c4)oc(=O)n5C)CC3)CC2)c1.